Below is a 3-piece molecular cluster, C15H36ClF3N3O9P2S overall at a distorted geometry, with properties calculated with ωB97M-V/def2-TZVPD.

Atoms and positions in Å:
N -3.112 3.524 -3.401
P -1.774 2.900 -3.800
O -1.205 3.345 -5.171
O -1.753 1.321 -3.858
P -0.186 3.484 -2.363
C -0.779 3.857 -0.701
C 0.362 3.845 0.289
O 1.353 3.193 0.168
Cl 0.088 4.842 1.680
S 0.861 5.291 -3.032
O 0.167 5.836 -4.149
O 0.944 6.168 -1.919
C 2.579 4.769 -3.631
F 2.825 5.464 -4.700
F 3.430 5.045 -2.679
F 2.571 3.472 -3.882
H -3.800 2.797 -3.244
H -1.448 4.269 -5.349
H -1.657 0.938 -2.978
H 0.781 2.463 -2.336
H -1.251 4.835 -0.725
H -1.545 3.139 -0.416
C -0.437 -2.354 4.947
O -0.052 -1.453 5.967
C 1.355 -1.325 6.140
C 1.844 0.030 5.675
N 1.765 0.157 4.223
C 1.964 1.513 3.719
C 0.991 2.606 4.153
O -0.327 2.464 3.638
C -1.156 1.574 4.372
H -1.507 -2.526 5.049
H -0.251 -1.941 3.948
H 0.082 -3.311 5.044
H 1.894 -2.137 5.645
H 1.547 -1.404 7.213
H 2.885 0.157 5.985
H 1.241 0.789 6.188
H 0.860 -0.170 3.914
H 1.926 1.453 2.628
H 2.978 1.830 3.981
H 1.367 3.544 3.743
H 0.962 2.742 5.239
H -0.932 1.592 5.439
H -1.074 0.552 3.993
H -2.190 1.892 4.232
C -3.187 -2.718 -2.332
O -1.941 -2.075 -2.562
C -1.127 -1.953 -1.400
C 0.080 -2.866 -1.460
N -0.308 -4.260 -1.326
C 0.754 -5.222 -1.627
C 1.355 -5.232 -3.030
O 0.480 -5.684 -4.045
C -0.416 -4.718 -4.558
H -3.799 -2.572 -3.220
H -3.064 -3.793 -2.179
H -3.705 -2.286 -1.471
H -1.707 -2.119 -0.489
H -0.761 -0.916 -1.380
H 0.759 -2.607 -0.642
H 0.597 -2.667 -2.409
H -1.089 -4.447 -1.938
H 0.342 -6.215 -1.439
H 1.563 -5.076 -0.904
H 2.177 -5.951 -3.018
H 1.799 -4.268 -3.308
H 0.025 -3.717 -4.569
H -1.353 -4.706 -3.994
H -0.656 -5.000 -5.582

Electronic energy ... -89113.60600 eV
HOMO-LUMO gap ... 5.54 eV
Multiplicity ... 1
Molecular weight ... 588.9 g/mol
Lowest unoccupied orbital energy ... -5.10 eV
Net charge ... +1

Here are the Mulliken charges for atoms 1 to 2, given in e: -0.659, 0.736



Below is C12H36CrO7 as an isolated structure at a distorted geometry, with properties calculated with ωB97M-V/def2-TZVPD.

Atoms and positions in Å:
Cr 0.595 -0.135 -0.007
C 3.727 2.308 1.119
C 3.659 0.799 0.900
O 2.780 0.287 -0.058
H 4.634 2.654 1.614
H 2.756 2.572 1.537
H 3.640 2.809 0.155
H 3.689 0.050 1.692
H 4.686 0.536 0.647
O -1.341 -0.717 -0.194
H -2.143 -0.648 0.361
C -1.100 0.206 3.813
C 0.144 -0.238 2.930
O 0.392 0.676 1.970
H -0.796 0.356 4.850
H -1.815 -0.616 3.790
H -1.640 1.136 3.636
H 0.008 -1.292 2.687
H 0.968 -0.311 3.639
H 0.404 1.564 2.334
C 2.701 -3.968 -0.078
C 2.034 -3.132 1.023
O 1.083 -2.293 0.382
H 3.526 -4.555 0.327
H 3.124 -3.383 -0.895
H 1.939 -4.662 -0.433
H 2.715 -2.540 1.633
H 1.576 -3.760 1.787
H 0.265 -2.783 0.274
C -1.642 3.523 -1.616
C -0.783 2.190 -1.951
O -0.058 1.936 -0.741
H -1.031 4.425 -1.585
H -2.003 3.407 -0.594
H -2.449 3.708 -2.325
H -0.175 2.523 -2.793
H -1.437 1.426 -2.371
H -0.750 2.076 -0.090
C -4.829 0.659 -0.006
C -4.024 0.958 1.217
O -2.716 1.339 0.718
H -4.916 1.542 -0.640
H -5.871 0.400 0.178
H -4.475 -0.194 -0.584
H -4.046 0.135 1.932
H -4.471 1.773 1.785
H -2.205 0.618 0.341
C 0.657 -1.453 -4.459
C 0.276 -1.778 -3.076
O 0.865 -0.882 -2.194
H 1.719 -1.328 -4.672
H 0.168 -0.494 -4.624
H 0.418 -2.246 -5.168
H 0.563 -2.798 -2.818
H -0.782 -1.628 -2.862
H 1.786 -0.759 -2.436

Electronic energy ... -55778.65003 eV
HOMO-LUMO gap (alpha / beta) ... 7.44 / 7.72 eV
Multiplicity ... 5
Molecular weight ... 344.4 g/mol
⟨S²⟩ ... 6.01
Lowest unoccupied orbital energy (alpha / beta) ... 0.54 / 0.53 eV
Energy above the lowest of the compared OMol25 structures with the same formula, charge and spin ... 23.4 kcal/mol

Here are the Mulliken charges for atoms 1 to 2, given in e: 0.450, -0.959



Below is C31H31N10O3RuS as an isolated structure at a distorted geometry, with properties calculated with ωB97M-V/def2-TZVPD.

Atoms and positions in Å:
Ru -0.557 2.212 0.537
C 4.776 1.141 1.687
N 3.452 1.767 1.677
C 2.585 1.862 0.679
N 1.447 2.375 1.135
C 1.701 2.591 2.461
N 2.899 2.217 2.821
C 4.689 -0.360 1.852
C 5.364 -1.002 2.881
C 5.312 -2.387 3.000
C 4.591 -3.143 2.094
C 3.905 -2.500 1.061
C 3.954 -1.114 0.949
C 3.179 -3.279 0.073
N 3.203 -4.557 -0.125
N 2.388 -4.811 -1.203
C 1.913 -3.671 -1.592
O 2.374 -2.653 -0.821
C 0.961 -3.397 -2.647
C 0.335 -4.454 -3.304
C -0.634 -4.181 -4.255
C -0.967 -2.869 -4.560
C -0.327 -1.811 -3.921
C -0.662 -0.391 -4.321
N -0.287 0.572 -3.290
C -0.933 0.911 -2.185
N -0.174 1.760 -1.484
C 0.962 1.877 -2.237
N 0.920 1.181 -3.336
C 0.633 -2.078 -2.961
H 5.323 1.598 2.507
H 5.271 1.395 0.750
H 2.803 1.589 -0.339
H 0.995 3.049 3.133
H 5.938 -0.423 3.593
H 5.849 -2.875 3.803
H 4.554 -4.221 2.165
H 3.433 -0.641 0.125
H 0.607 -5.469 -3.053
H -1.142 -4.993 -4.756
H -1.723 -2.668 -5.310
H -1.726 -0.277 -4.527
H -0.110 -0.108 -5.217
H -1.924 0.584 -1.913
H 1.775 2.540 -1.993
H 1.156 -1.273 -2.459
C -1.422 4.923 2.139
O -1.130 3.629 1.669
H -1.982 5.474 1.381
H -0.515 5.481 2.378
H -2.041 4.852 3.036
N -1.291 -4.190 0.154
C -1.130 -3.229 0.760
C -0.932 -2.029 1.522
C -0.929 -2.055 2.914
C -0.776 -0.863 3.594
C -0.634 0.306 2.872
N -0.618 0.329 1.534
C -0.759 -0.819 0.861
H -1.061 -2.991 3.441
H -0.776 -0.829 4.673
H -0.540 1.259 3.372
H -0.754 -0.780 -0.219
O -2.587 1.740 0.108
S -3.739 2.525 0.795
C -5.101 1.321 0.788
C -6.160 1.813 -0.203
C -5.414 2.598 -1.278
C -4.481 3.526 -0.512
H -5.465 1.218 1.808
H -4.635 0.386 0.475
H -6.879 2.458 0.304
H -6.713 0.973 -0.620
H -6.086 3.158 -1.926
H -4.831 1.919 -1.904
H -5.028 4.324 -0.003
H -3.667 3.961 -1.091

Electronic energy ... -67095.23949 eV
HOMO-LUMO gap (alpha / beta) ... 5.98 / 5.75 eV
Multiplicity ... 2
Molecular weight ... 724.8 g/mol
⟨S²⟩ ... 0.76
Lowest unoccupied orbital energy (alpha / beta) ... -6.94 / -7.18 eV
Energy above the lowest of the compared OMol25 structures with the same formula, charge and spin ... 17.1 kcal/mol
Net charge ... +2

Here are the Mulliken charges for atoms 1 to 2, given in e: 0.679, -1.312